(1)
A molecular structure, C16H30MnO5PS6, computed with ωB97M-V/def2-TZVPD.

The spin multiplicity is 2. The value obtained for the frontier orbital gap (spin up / spin down) is 7.1 / 7.1 eV. The HOMO energy (spin up / spin down) is -4.6 / -4.6 eV. Its energy above the lowest of the compared OMol25 structures with the same formula, charge and spin is 0.128 eV. As for the largest force on an atom: 0.22 eV/A. As for the net charge: -1. The total energy comes out at -4885.45792 Eh.

Last column: Löwdin charge in e.
Geometry (Å):
Mn  0.013  1.042  -0.340  0.301
C  0.959  3.594  2.133  -0.015
C  1.778  2.673  1.286  -0.457
C  2.921  3.247  0.512  0.002
O  1.496  1.484  1.183  -0.068
H  1.593  4.168  2.811  0.087
H  0.195  3.036  2.667  0.058
H  0.478  4.294  1.443  0.092
H  3.348  4.126  0.992  0.081
H  2.500  3.531  -0.458  0.091
H  3.673  2.484  0.325  0.093
O  -1.006  1.480  -2.148  -0.403
S  0.051  2.544  -2.076  0.281
O  0.095  3.474  -3.164  -0.294
O  -0.150  3.151  -0.709  -0.404
O  1.317  1.730  -1.863  -0.394
C  -1.926  -2.193  0.068  -0.143
C  -0.608  -2.611  -0.578  -0.505
C  -0.174  -3.983  -0.058  -0.111
P  0.659  -1.250  -0.522  1.072
C  1.865  -1.542  0.865  -0.520
C  1.122  -1.567  2.204  -0.122
C  2.900  -2.663  0.797  -0.116
C  1.592  -1.524  -2.105  -0.516
C  0.746  -1.060  -3.294  -0.117
C  2.081  -2.944  -2.406  -0.121
H  -2.676  -2.975  -0.081  0.081
H  -2.304  -1.264  -0.361  0.060
H  -1.812  -2.027  1.140  0.048
H  -0.790  -2.704  -1.655  0.093
H  -0.013  -3.963  1.019  0.062
H  0.734  -4.352  -0.531  0.049
H  -0.970  -4.707  -0.251  0.078
H  2.414  -0.596  0.829  0.082
H  0.604  -2.514  2.356  0.063
H  0.386  -0.767  2.280  0.006
H  1.839  -1.451  3.021  0.079
H  2.448  -3.653  0.736  0.060
H  3.503  -2.637  1.709  0.075
H  3.582  -2.541  -0.044  0.062
H  2.448  -0.845  -2.016  0.110
H  -0.111  -1.724  -3.442  0.074
H  1.350  -1.106  -4.204  0.082
H  0.373  -0.049  -3.172  0.036
H  1.235  -3.599  -2.622  0.071
H  2.665  -3.400  -1.611  0.040
H  2.701  -2.922  -3.306  0.077
C  -2.747  4.197  0.704  -0.390
S  -3.443  3.105  -0.553  0.840
C  -3.961  1.771  0.460  -0.985
C  -3.191  0.978  1.237  -1.068
S  -1.481  0.953  1.562  0.620
S  -4.097  -0.212  2.160  0.882
C  -5.690  0.173  1.632  -1.531
S  -7.051  -0.620  2.139  0.447
S  -5.687  1.477  0.515  0.891
H  -2.291  5.024  0.162  0.036
H  -1.968  3.664  1.246  -0.014
H  -3.518  4.564  1.380  0.037

***

(2)
A molecular structure, C16H30N3OPSiV, computed with ωB97M-V/def2-TZVPD.

The spin multiplicity is 2. The value obtained for the frontier orbital gap (spin up / spin down) is 6.2 / 5.9 eV. The HOMO energy (spin up / spin down) is -6.0 / -5.8 eV. Its energy above the lowest of the compared OMol25 structures with the same formula, charge and spin is 2.487 eV. As for the largest force on an atom: 5.45 eV/A. As for the net charge: 0. The total energy comes out at -2441.85364 Eh.

Last column: Löwdin charge in e.
Geometry (Å):
V  0.229  0.106  0.590  0.333
Si  2.167  0.546  -0.912  0.369
P  -0.200  0.594  -2.154  0.715
N  -0.833  -1.185  0.187  -0.141
H  1.409  -0.656  0.456  -0.087
C  -1.996  0.423  -2.499  -0.280
H  -2.149  0.053  -3.526  0.041
H  -2.510  1.384  -2.371  0.029
H  -2.434  -0.287  -1.789  0.032
C  0.098  2.126  -3.128  -0.276
H  -0.402  2.030  -4.104  0.049
H  1.167  2.301  -3.295  0.027
H  -0.326  2.988  -2.596  0.027
C  0.354  -0.717  -3.331  -0.263
H  -0.181  -0.572  -4.279  0.045
H  0.115  -1.710  -2.932  0.041
H  1.430  -0.669  -3.523  0.022
C  2.780  2.175  -0.172  -0.308
H  2.765  2.161  0.923  -0.008
H  2.240  3.066  -0.515  0.007
H  3.831  2.303  -0.471  0.021
H  3.228  -0.494  -0.652  -0.073
H  2.591  0.745  -2.338  -0.053
C  -0.761  -2.530  -0.004  -0.421
C  -1.775  -4.727  0.159  -0.113
C  -1.852  -3.361  0.349  -0.065
C  0.432  -3.136  -0.499  -0.075
C  0.502  -4.507  -0.672  -0.116
C  -0.599  -5.317  -0.366  -0.121
H  -2.632  -5.356  0.416  0.095
H  -2.724  -2.844  0.767  0.103
H  1.297  -2.493  -0.701  0.080
H  1.433  -4.952  -1.053  0.102
H  -0.544  -6.396  -0.516  0.087
C  -2.216  2.822  0.709  -0.473
O  -2.861  2.087  -0.057  0.028
C  -2.297  2.652  2.211  -0.025
H  -1.564  3.252  2.750  0.070
H  -2.135  1.601  2.469  0.077
H  -3.323  2.925  2.450  0.091
C  -1.286  3.909  0.176  -0.026
H  -1.746  4.343  -0.727  0.088
H  -0.266  3.552  -0.105  0.073
H  -1.173  4.684  0.948  0.075
N  1.940  0.215  4.361  0.056
C  1.644  -1.148  4.274  -0.070
C  0.835  -1.306  3.195  -0.080
N  0.674  -0.042  2.571  -0.076
C  1.332  0.851  3.331  -0.156
H  2.552  0.661  5.035  0.157
H  2.066  -1.886  4.946  0.117
H  0.346  -2.192  2.817  0.115
H  1.330  1.930  3.199  0.133

***

(3)
A molecular structure, C16H31As2FeN2SSeSi, computed with ωB97M-V/def2-TZVPD.

The spin multiplicity is 6. The value obtained for the frontier orbital gap (spin up / spin down) is 9.5 / 7.4 eV. The HOMO energy (spin up / spin down) is -14.1 / -14.7 eV. Its energy above the lowest of the compared OMol25 structures with the same formula, charge and spin is 0.000 eV. As for the largest force on an atom: 0.85 eV/A. As for the net charge: +2. The total energy comes out at -9561.67841 Eh.

Last column: Löwdin charge in e.
Geometry (Å):
Fe  -0.272  0.229  -0.014  -0.214
C  2.299  2.820  1.564  -0.259
As  1.996  1.244  0.490  1.105
C  3.343  0.007  1.128  -0.248
C  2.617  1.711  -1.288  -0.411
C  3.564  2.717  -1.448  -0.089
C  4.014  3.063  -2.713  -0.042
C  3.525  2.401  -3.828  -0.042
C  2.585  1.392  -3.679  -0.089
C  2.122  1.041  -2.415  -0.411
As  0.805  -0.371  -2.229  1.106
C  -0.116  -0.433  -3.925  -0.259
C  1.872  -1.988  -2.246  -0.249
H  3.371  2.981  1.663  0.044
H  1.868  2.655  2.549  0.041
H  1.828  3.682  1.099  0.045
H  4.321  0.362  0.808  0.049
H  3.157  -0.988  0.729  0.015
H  3.299  -0.028  2.215  0.044
H  3.962  3.242  -0.589  0.102
H  4.744  3.853  -2.827  0.122
H  3.872  2.671  -4.816  0.122
H  2.219  0.883  -4.562  0.103
H  -0.500  0.553  -4.175  0.046
H  -0.941  -1.138  -3.845  0.040
H  0.575  -0.777  -4.693  0.044
H  2.660  -1.877  -2.989  0.049
H  1.231  -2.828  -2.509  0.043
H  2.306  -2.161  -1.265  0.016
S  -1.816  1.895  -0.271  0.654
C  -3.428  2.148  0.258  -0.757
N  -3.960  3.353  0.345  0.050
C  -5.366  3.308  0.772  -0.081
C  -5.608  1.792  0.963  -0.083
N  -4.305  1.218  0.596  0.057
H  -3.451  4.189  0.114  0.155
H  -6.008  3.736  0.005  0.130
H  -5.496  3.867  1.696  0.129
H  -6.386  1.413  0.304  0.128
H  -5.858  1.539  1.991  0.127
H  -4.084  0.238  0.591  0.150
C  -0.471  -4.944  1.196  -0.211
Si  -0.736  -3.644  2.486  0.289
C  0.622  -3.450  3.727  -0.211
C  -2.457  -3.514  3.153  -0.215
Se  -0.530  -1.622  1.197  0.471
H  -0.576  -5.932  1.651  0.053
H  0.530  -4.878  0.768  0.039
H  -1.206  -4.866  0.395  0.041
H  0.615  -4.306  4.408  0.053
H  0.488  -2.548  4.325  0.041
H  1.598  -3.416  3.243  0.039
H  -2.677  -4.387  3.773  0.052
H  -3.190  -3.482  2.347  0.038
H  -2.572  -2.625  3.774  0.040

***

(4)
A molecular structure, C16H31BF4GeMoNS2Si3, computed with ωB97M-V/def2-TZVPD.

The spin multiplicity is 4. The value obtained for the frontier orbital gap (spin up / spin down) is 6.9 / 7.3 eV. The HOMO energy (spin up / spin down) is -14.7 / -14.8 eV. Its energy above the lowest of the compared OMol25 structures with the same formula, charge and spin is 0.487 eV. As for the largest force on an atom: 0.17 eV/A. As for the net charge: +2. The total energy comes out at -4917.07434 Eh.

Last column: Löwdin charge in e.
Geometry (Å):
Mo  0.110  1.678  -1.073  1.259
S  -1.104  -0.315  -2.139  0.614
C  0.574  -0.549  -2.637  -1.026
N  1.366  0.414  -2.241  -0.171
C  2.669  0.246  -2.707  -0.304
C  3.757  1.085  -2.477  0.003
C  4.966  0.722  -3.030  -0.027
C  5.100  -0.446  -3.795  -0.034
C  4.027  -1.281  -4.029  -0.052
C  2.804  -0.918  -3.472  -0.432
S  1.281  -1.760  -3.589  1.163
H  3.647  1.987  -1.891  0.107
H  5.831  1.351  -2.874  0.124
H  6.065  -0.696  -4.215  0.125
H  4.134  -2.177  -4.625  0.125
F  1.498  2.980  -1.027  -0.429
B  2.426  3.261  1.107  -0.926
F  1.524  2.353  1.531  0.180
F  2.119  4.529  1.187  0.303
F  3.610  2.832  0.739  0.287
C  -4.638  -1.092  0.620  -0.195
Si  -2.954  -1.815  0.903  0.403
C  -2.637  -3.286  -0.189  -0.199
C  -2.634  -2.126  2.706  -0.194
Ge  -1.000  -0.413  0.214  0.543
Si  1.074  -1.264  1.294  0.403
C  2.662  -0.687  0.528  -0.180
C  0.927  -3.113  1.167  -0.196
C  0.802  -0.589  3.007  -0.190
Si  -2.114  1.918  0.390  0.345
C  -3.582  1.960  -0.741  -0.185
C  -2.408  1.961  2.217  -0.173
C  -1.115  3.522  -0.047  -0.235
H  -5.344  -1.833  1.009  0.060
H  -4.873  -0.956  -0.436  0.042
H  -4.824  -0.164  1.160  0.036
H  -3.318  -4.088  0.110  0.060
H  -1.620  -3.670  -0.100  0.021
H  -2.836  -3.061  -1.237  0.038
H  -3.406  -2.814  3.063  0.060
H  -2.703  -1.222  3.315  0.036
H  -1.669  -2.598  2.891  0.022
H  2.861  -1.187  -0.421  0.038
H  3.463  -0.973  1.218  0.067
H  2.737  0.390  0.387  0.009
H  0.963  -3.456  0.132  0.042
H  0.033  -3.518  1.641  0.023
H  1.792  -3.547  1.680  0.059
H  0.919  0.495  3.032  0.024
H  1.570  -1.014  3.661  0.061
H  -0.166  -0.854  3.432  0.021
H  -4.187  1.059  -0.709  0.009
H  -3.282  2.139  -1.776  0.046
H  -4.219  2.796  -0.436  0.067
H  -3.043  1.137  2.545  0.030
H  -2.921  2.893  2.468  0.065
H  -1.474  1.930  2.780  0.047
H  -0.875  3.888  -1.054  0.058
H  -0.351  3.840  0.658  0.041
H  -2.015  4.113  0.177  0.082